Entry 1:
Molecular formula: C40H37AsBIN11S3Sr
Method: DFT, ωB97M-V/def2-TZVPD

XYZ file:
```
95
Properties=species:S:1:pos:R:3
Sr -0.41140 0.75134 -1.13867
C -4.06131 -2.15143 -1.83553
C -3.03710 -1.68760 -0.99834
N -2.16024 -0.94391 -1.68040
N -2.60845 -0.91805 -2.96442
C -3.74173 -1.63414 -3.07790
B -1.81561 -0.24074 -4.12734
N -1.84180 1.29540 -4.01676
C -2.07775 2.16336 -5.02102
C -1.95940 3.44539 -4.52538
C -1.63856 3.26776 -3.16895
N -1.56637 1.97183 -2.86705
N -0.34830 -0.76752 -4.09556
C 0.11196 -1.84217 -4.76540
C 1.47223 -1.93706 -4.54184
C 1.75581 -0.85400 -3.69627
N 0.65740 -0.15616 -3.41194
H -4.90908 -2.76559 -1.57236
H -2.89493 -1.86135 0.05891
H -4.23643 -1.73298 -4.03392
H -2.33050 -0.56905 -5.17158
H -2.32100 1.80600 -6.01388
H -2.09070 4.37697 -5.05602
H -1.47368 4.01145 -2.40312
H -0.55504 -2.45477 -5.35576
H 2.15995 -2.67172 -4.93185
H 2.70858 -0.55231 -3.29424
S 0.48585 0.38741 1.61703
C 1.25203 1.89061 2.04749
C 1.90238 1.88476 3.35276
N 2.39604 1.85064 4.39423
C 1.31457 3.02751 1.30740
S 0.60282 3.31152 -0.27173
C 2.05227 4.15717 1.85707
N 2.62665 5.07002 2.26843
S -3.75348 4.25802 -0.43490
C -3.04681 4.26378 1.10958
N -3.77345 3.97439 2.21711
C -3.22439 3.62838 3.53325
C -1.75335 3.29609 3.39425
C -1.10598 4.41935 2.60984
N -1.74875 4.51967 1.29960
H -4.74997 3.83004 2.03927
H -3.78080 2.77882 3.93045
H -3.35158 4.46023 4.22890
H -1.62773 2.36279 2.83801
H -1.29224 3.18068 4.37587
H -0.04413 4.24695 2.45923
H -1.21679 5.36382 3.15047
H -1.15924 4.41846 0.48379
C 5.45558 -4.65912 -1.98573
C 5.59923 -3.29301 -2.20737
C 4.63317 -2.40782 -1.74540
C 3.51192 -2.86642 -1.04901
C 3.36821 -4.23763 -0.85127
C 4.33586 -5.12810 -1.31238
As 2.17753 -1.53978 -0.44062
C 3.49943 -0.39462 0.41821
C 4.36940 -0.79296 1.43259
C 5.27404 0.11034 1.97275
C 5.34195 1.41185 1.48385
C 4.50802 1.80245 0.44606
C 3.59126 0.90009 -0.08163
C 1.28311 -2.67327 0.88136
C 1.71475 -2.98974 2.16752
C 0.94712 -3.80659 2.98566
C -0.26488 -4.32364 2.53236
C -0.70453 -4.01718 1.25318
C 0.06827 -3.19380 0.43477
H 6.21552 -5.35178 -2.33114
H 6.46772 -2.91635 -2.73676
H 4.76487 -1.34442 -1.90892
H 2.50222 -4.61823 -0.32648
H 4.21162 -6.19137 -1.14082
H 4.35270 -1.81059 1.79972
H 5.92027 -0.19791 2.78709
H 6.03434 2.12279 1.92061
H 4.54105 2.81777 0.06787
H 2.92052 1.22925 -0.86258
H 2.63439 -2.57459 2.55298
H 1.29171 -4.03350 3.98741
H -0.86070 -4.96120 3.17687
H -1.64760 -4.40845 0.88878
H -0.28207 -2.95165 -0.56124
I -6.93174 1.58411 1.94225
C -5.11235 0.58119 2.15410
C -5.00152 -0.49474 3.01749
C -3.76170 -1.10747 3.13987
C -2.69085 -0.61058 2.40859
N -2.80791 0.41851 1.56422
C -4.00572 1.00410 1.42633
H -5.85747 -0.84862 3.58013
H -3.62818 -1.95909 3.79705
H -1.69493 -1.03610 2.50733
H -4.07412 1.82786 0.71359
```

Results
Highest occupied orbital energy in Ha: -0.1607
Kohn-Sham gap in eV: 6.25
Total charge: -1
LUMO in eV: 1.9
E_tot in Ha: -5932.670479
Multiplicity: 1

=====

Entry 2:
Molecular formula: C19H21ClN4O5S2W
Method: DFT, ωB97M-V/def2-TZVPD

XYZ file:
```
53
Properties=species:S:1:pos:R:3
W 0.84199 -0.30044 0.31914
N -1.71844 1.71998 3.94875
C -1.40594 1.22058 2.76543
S -2.63633 0.17193 2.05119
N -0.35293 1.73149 2.17378
N -0.12364 1.55031 0.82344
C 0.24070 2.58753 -0.04952
C -0.60990 3.16571 -1.03311
C -0.41933 4.46529 -1.49506
C -1.47067 5.15198 -2.08536
C -2.57613 4.46622 -2.52687
C -2.73953 3.10211 -2.26436
C -1.67098 2.40963 -1.59690
O -1.92862 1.08278 -1.47077
H -2.60039 1.51114 4.38563
H -1.04504 2.24675 4.41318
H 1.21483 2.94291 0.06258
H 0.48344 5.02350 -1.28413
H -1.39434 6.23881 -2.25292
H -3.32774 5.08369 -3.00698
H -3.59915 2.44643 -2.56436
Cl -3.27341 -4.66390 -3.94893
C -2.74378 -3.15371 -3.41967
C -2.76359 -2.90849 -2.05510
C -2.06084 -1.88969 -1.48629
C -1.29080 -1.05911 -2.31801
C -0.71249 0.12390 -1.62760
C -1.47208 -1.18392 -3.66785
C -2.12534 -2.22023 -4.25663
H -3.43279 -3.52262 -1.46213
H -2.16038 -1.88850 -0.41141
H -2.27013 0.53109 0.82507
H 0.00338 0.66604 -2.31803
H -0.86953 -0.64102 -4.35699
H -2.14777 -2.20063 -5.33626
O 2.00869 -1.18585 -2.90573
N 1.14091 -1.79734 -2.55476
O 2.45201 0.04802 -0.38954
O 0.35499 -1.84058 -0.35026
O 0.88759 -0.67218 2.24984
S 2.04235 -1.33630 3.44768
C 3.80603 -0.78084 3.31176
C 4.65539 -1.95690 2.90236
C 3.84323 -3.22084 3.28794
C 2.37983 -2.94163 2.86942
H 4.01924 -0.46883 4.34949
H 4.00153 0.15581 2.63803
H 5.59565 -2.06296 3.35692
H 4.82604 -2.00580 1.82071
H 3.89215 -3.20165 4.37210
H 4.29424 -4.15935 2.95071
H 1.67529 -3.61767 3.41064
H 2.28253 -2.96260 1.75976
```

Results
Highest occupied orbital energy (alpha / beta) in Ha: -0.4883 / -0.4882
Kohn-Sham gap (alpha / beta) in eV: 4.74 / 4.72
Total charge: +2
LUMO (alpha / beta) in eV: -8.6 / -8.6
E_tot in Ha: -2654.648353
Multiplicity: 1

=====

Entry 3:
Molecular formula: C14H28Cl2NOOsP2
Method: DFT, ωB97M-V/def2-TZVPD

XYZ file:
```
49
Properties=species:S:1:pos:R:3
C 1.01674 5.48209 -2.13684
C 0.88887 4.09943 -1.69492
H 0.07201 6.02192 -1.94904
H 1.23907 5.49813 -3.21626
H 1.86037 5.97959 -1.61812
O 0.05599 3.52692 -1.00324
Cl 2.49165 2.88437 -2.29353
Os 1.18709 1.60644 -0.96603
P -0.27574 0.39673 -2.17134
C -1.99315 0.09419 -1.60229
C -0.54592 1.38948 -3.68026
H -1.01244 0.74616 -4.44049
H -0.28041 -1.36694 -3.84584
H 0.41285 1.76861 -4.05919
H 1.25520 -1.32602 -2.95026
H -2.37351 0.97548 -1.07374
H -1.21270 2.23657 -3.46452
C 0.16909 -1.24545 -2.85241
H -2.64949 -0.10015 -2.46400
H -0.18587 -2.05079 -2.20027
H -2.04559 -0.77103 -0.93028
P 1.25262 1.15231 1.22191
C -0.20731 1.00485 2.33084
C 2.35888 -0.12979 1.93026
H 2.51325 3.20789 0.91539
H 2.77670 2.48221 2.54026
H 1.25656 3.37717 2.19795
C 2.02243 2.71064 1.77196
H 3.16160 -0.36220 1.22653
H 2.80330 0.24283 2.85847
H 0.06926 1.30157 3.34919
H -0.57723 -0.02299 2.37044
H 1.80357 -1.04673 2.14843
H -1.00652 1.66431 1.98360
Cl 2.75796 -0.11820 -1.26711
N -0.35671 -1.98332 0.61847
C -0.96900 -3.00061 1.30703
C -2.13169 -2.73887 2.06282
C -2.72549 -3.76162 2.80316
C -2.18573 -5.06282 2.76965
C -1.04632 -5.32640 1.98578
C -0.43606 -4.30829 1.26306
H -0.73723 -1.04976 0.61782
H 0.53640 -2.11366 0.15158
H -2.55601 -1.72820 2.07608
H -3.60993 -3.55282 3.41143
H -2.65268 -5.86247 3.35466
H -0.63997 -6.32794 1.95207
H 0.45125 -4.49281 0.66118
```

Results
Highest occupied orbital energy (alpha / beta) in Ha: -0.6066 / -0.6850
Expectation value of S²: 6.04
Kohn-Sham gap (alpha / beta) in eV: 6.11 / 6.54
Total charge: +3
LUMO (alpha / beta) in eV: -10.4 / -12.1
E_tot in Ha: -2372.894556
Multiplicity: 5

=====

| no. | strongest force on any atom (Eh/bohr) |
| --- | --- |
| 1 | 0.029 |
| 2 | 0.094 |
| 3 | 0.097 |